1.
Formula: C35H37ClNOP2RuSSe4
Source: the Open Molecules 2025 dataset
Level of theory: wB97M-V/def2-TZVPD

As for the strongest force on any atom: 1.25 eV/A. The HOMO energy (alpha / beta) is -0.2268 / -0.2249 hartree. The gap between HOMO and LUMO (alpha / beta) comes out at 0.1686 / 0.1712 hartree. As for the spin multiplicity: 2. Its LUMO energy (alpha / beta) is -1.584 / -1.460 eV.

Element x y z (Å)
Ru -0.99461 -0.20116 -1.76279
C -0.19158 1.41149 1.08591
N -0.38372 0.43070 2.12392
C -1.09054 -0.79461 1.84485
P -1.96674 -0.88218 0.22574
C -3.44181 0.16409 0.45155
C -4.39919 0.12299 -0.56579
C -5.51968 0.93433 -0.50341
C -5.68579 1.80589 0.56877
C -4.73696 1.85425 1.57749
C -3.61650 1.03015 1.52436
C -2.65509 -2.55406 0.50015
C -1.88816 -3.66429 0.15260
C -2.33984 -4.94705 0.42801
C -3.56283 -5.12874 1.05520
C -4.33536 -4.02941 1.40328
C -3.88462 -2.74425 1.12971
C 0.23061 0.57723 3.37560
C 0.36326 1.83896 3.96778
C 0.92040 1.97399 5.22935
C 1.35852 0.86169 5.93612
C 1.22918 -0.39160 5.35686
C 0.66963 -0.53719 4.09435
P 0.66512 0.78187 -0.45242
C 2.04877 -0.16513 0.25715
C 1.86379 -1.53858 0.41507
C 2.89393 -2.34499 0.87375
C 4.13239 -1.78606 1.16362
C 4.33301 -0.42713 0.98685
C 3.29820 0.38225 0.53043
C 1.32047 2.35690 -1.07790
C 1.92481 3.32604 -0.27505
C 2.35209 4.52301 -0.83145
C 2.14647 4.78207 -2.18067
C 1.54093 3.82746 -2.98531
C 1.14212 2.61630 -2.43792
H 0.38817 2.23244 1.49282
H -1.14044 1.82363 0.72529
H -1.81997 -1.00825 2.63295
H -0.42060 -1.65996 1.79703
H -4.26586 -0.56589 -1.39379
H -6.26365 0.89297 -1.28890
H -6.56474 2.43614 0.62206
H -4.87249 2.52215 2.41948
H -2.89062 1.05447 2.33016
H -0.93886 -3.52679 -0.34758
H -1.73830 -5.80155 0.14634
H -3.92240 -6.12917 1.26225
H -5.28848 -4.16699 1.89743
H -4.48945 -1.89065 1.40681
H 0.00132 2.72103 3.45379
H 0.99310 2.95965 5.67251
H 1.77880 0.96849 6.92741
H 1.56736 -1.27387 5.88597
H 0.59332 -1.52666 3.66221
H 0.91338 -1.97371 0.13389
H 2.73470 -3.41000 0.98861
H 4.94601 -2.41515 1.50298
H 5.30049 0.01116 1.19693
H 3.47791 1.43900 0.38098
H 2.08123 3.15062 0.78301
H 2.83775 5.25940 -0.20376
H 2.46089 5.72997 -2.59905
H 1.37978 4.02037 -4.03864
H 0.70378 1.85079 -3.06595
Se 1.19564 0.58794 -5.96533
Se 0.26368 -1.41955 -5.95887
Se -2.34755 -3.11691 -3.25499
Se -0.37214 -2.24633 -2.75548
Cl -2.22831 1.79838 -2.32612
C -1.57365 0.67319 -3.55845
H -0.90960 1.20332 -4.22647
H -2.38027 0.18054 -4.09302
C 4.18717 0.74556 -3.23725
S 3.37092 -0.71687 -2.60014
C 3.61653 -1.74315 -4.04468
O 1.90458 -0.36939 -2.56719
H 5.23956 0.52006 -3.42169
H 4.09700 1.51969 -2.47353
H 3.67228 1.05433 -4.14766
H 4.65673 -2.07581 -4.04802
H 3.37402 -1.18411 -4.94635
H 2.95059 -2.59980 -3.94378

Results of the Löwdin charge analysis, in e, for atoms 1 through 8: Ru 0.265; C -0.297; N -0.177; C -0.312; P 0.924; C -0.397; C -0.144; C -0.075

=====

2.
Formula: C35H37F5GeN2NaSbSe
Source: the Open Molecules 2025 dataset
Level of theory: wB97M-V/def2-TZVPD

As for the strongest force on any atom: 0.75 eV/A. The HOMO energy is 0.0364 hartree. The gap between HOMO and LUMO comes out at 0.1068 hartree. As for the spin multiplicity: 1. The charge is -2. Its LUMO energy is 3.897 eV.

Element x y z (Å)
Na 1.01296 2.39545 -0.11966
C 0.16281 2.84696 5.05762
N 0.57808 1.81450 4.13929
C 1.24606 0.65180 4.45835
C 1.48243 0.02052 3.27471
N 0.97821 0.77221 2.24662
C 0.45130 1.84509 2.79252
H 0.37768 2.52327 6.07416
H -0.90636 3.03838 4.96370
H 0.70385 3.77363 4.86349
H 1.46782 0.38428 5.47792
H 1.97969 -0.91766 3.09758
H -0.06004 2.62778 2.22782
C -3.74992 -2.66316 -0.12834
C -3.28395 -2.21287 -1.48796
C -4.04395 -2.60050 -2.59096
C -3.69279 -2.25434 -3.88582
C -2.54283 -1.51167 -4.09508
C -1.78220 -1.12222 -3.00609
C -2.12386 -1.44522 -1.69190
Sb -0.66988 -0.55414 -0.29027
C -1.34044 -1.47140 1.55159
C -0.74757 -2.62729 2.04198
C -1.07599 -3.13611 3.29296
C -1.99231 -2.45818 4.08096
C -2.57698 -1.29198 3.60627
C -2.26976 -0.78270 2.34735
C -2.93033 0.47231 1.84816
C 0.74105 -2.13700 -0.79852
C 0.27443 -3.41124 -1.12373
C 1.13428 -4.42164 -1.52782
C 2.49310 -4.16151 -1.62692
C 2.96969 -2.89493 -1.32370
C 2.11422 -1.87421 -0.91406
C 2.68389 -0.51529 -0.60357
H -4.63756 -3.29223 -0.21822
H -4.00342 -1.81359 0.50326
H -2.97531 -3.22719 0.38949
H -4.94135 -3.18875 -2.42476
H -4.31197 -2.56306 -4.71999
H -2.24592 -1.22837 -5.09789
H -0.88728 -0.53220 -3.18215
H -0.00722 -3.14465 1.44396
H -0.60964 -4.04584 3.65376
H -2.25404 -2.83660 5.06305
H -3.29213 -0.76436 4.22956
H -3.62352 0.87633 2.58897
H -3.49161 0.28991 0.92748
H -2.19973 1.25341 1.58132
H -0.78621 -3.62545 -1.05129
H 0.74772 -5.40578 -1.76875
H 3.17918 -4.94075 -1.93846
H 4.03183 -2.69139 -1.41205
H 3.77310 -0.53058 -0.64059
H 2.38630 -0.17907 0.39255
H 2.33884 0.22612 -1.33154
C -3.72978 1.92007 -1.45726
Ge -2.15055 3.19297 -1.30584
C -2.96870 4.76916 -2.31471
C -0.93696 2.50741 -2.75894
C -1.18649 3.23022 0.31957
H -4.15901 1.91532 -2.46679
H -4.51972 2.20184 -0.75365
H -3.41352 0.90332 -1.21626
H -3.37511 4.42449 -3.27262
H -2.20001 5.52104 -2.51330
H -3.77339 5.25311 -1.75178
H -1.42005 2.51405 -3.74221
H -0.61976 1.47941 -2.54941
H -0.04042 3.13073 -2.82191
H -1.75171 3.85926 1.03642
F 7.72531 0.90478 -3.13750
C 6.92293 1.17781 -2.09430
C 5.70805 1.80463 -2.27768
F 5.32080 2.13252 -3.52096
C 4.89840 2.09137 -1.19613
F 3.72292 2.66784 -1.44871
C 5.26641 1.79529 0.12524
Se 4.17690 2.22373 1.58832
C 6.49748 1.15560 0.26469
F 6.95327 0.81835 1.47710
C 7.31281 0.84278 -0.80875
F 8.48741 0.22606 -0.61899

Results of the Löwdin charge analysis, in e, for atoms 1 through 8: Na 0.084; C -0.028; N -0.128; C -0.085; C -0.168; N 0.034; C -0.188; H 0.078

=====

3.
Formula: C35H37IP2Sr
Source: the Open Molecules 2025 dataset
Level of theory: wB97M-V/def2-TZVPD

As for the strongest force on any atom: 3.85 eV/A. The HOMO energy (alpha / beta) is -0.1767 / -0.1883 hartree. The gap between HOMO and LUMO (alpha / beta) comes out at 0.1713 / 0.1714 hartree. As for the spin multiplicity: 1. Its LUMO energy (alpha / beta) is -0.146 / -0.460 eV.

Element x y z (Å)
Sr -2.03358 -0.56373 1.16816
C 0.61564 -3.24906 1.87180
C 1.55088 -2.54047 1.20944
C 2.27372 -3.08276 0.03038
C 1.35088 -3.59048 -1.12465
C 0.00463 -2.93585 -1.23837
C -1.10689 -3.36051 -0.60676
C -1.15625 -4.43525 0.42392
C -0.00208 -4.52784 1.42659
C -1.44952 3.27153 -0.88391
H 0.42684 -3.01861 2.92552
H 2.02875 -1.66011 1.65572
H 2.88824 -3.95039 0.35553
H 2.97717 -2.33390 -0.37997
H 1.90497 -3.39486 -2.06539
H 1.27982 -4.69472 -1.04696
H -0.04541 -2.22364 -2.06882
H -2.05851 -3.19258 -1.10952
H -1.23652 -5.41475 -0.07913
H -2.10208 -4.32094 0.97077
H -0.42063 -5.00540 2.32400
H 0.76474 -5.22417 1.06746
H -2.08784 3.15420 0.00045
H -1.91377 4.00108 -1.59268
H -0.44563 3.61664 -0.56488
P 1.22069 1.25252 1.26059
P -1.33587 1.74941 -1.65189
C 0.89649 0.42580 -0.28382
C 0.04225 0.68802 -1.33302
C 2.96291 1.76837 1.20189
C 4.06998 0.97825 0.80740
C 5.33913 1.55554 0.96104
C 5.48130 2.87228 1.40520
C 4.36641 3.66877 1.69645
C 3.08991 3.11624 1.59826
C 1.09766 0.31298 2.83690
C -0.03134 -0.53024 3.00032
C -0.73417 -0.58853 4.20580
C -0.12736 -0.04859 5.34580
C 1.17626 0.47240 5.24556
C 1.81944 0.64427 4.00401
C -1.16377 2.05717 -3.41925
C -0.02846 2.76657 -3.84656
C 0.03184 3.16969 -5.18180
C -0.99735 2.77641 -6.05759
C -2.06074 1.95241 -5.63945
C -2.13998 1.57774 -4.29740
C -2.86834 0.82872 -1.33613
C -4.02855 1.47932 -0.89377
C -5.06520 0.75037 -0.32639
C -4.94856 -0.63633 -0.17366
C -3.82747 -1.30691 -0.68467
C -2.81733 -0.58360 -1.34685
H 1.57631 -0.41136 -0.47254
H 0.20661 0.05237 -2.22540
H 3.95333 -0.03583 0.40034
H 6.22855 0.97110 0.73526
H 6.46792 3.30755 1.55537
H 4.44911 4.70923 1.98739
H 2.17468 3.67673 1.82188
H -0.24072 -1.27589 2.20519
H -1.74663 -1.02844 4.27494
H -0.66689 -0.03555 6.30613
H 1.69504 0.79099 6.14366
H 2.82450 1.09206 3.91333
H 0.77389 2.98080 -3.12463
H 0.89386 3.74519 -5.53661
H -0.94714 3.08331 -7.10270
H -2.80704 1.57871 -6.34196
H -2.92116 0.91365 -3.91021
H -4.08744 2.57336 -1.01086
H -5.97788 1.27296 -0.05152
H -5.80532 -1.20508 0.19490
H -3.76521 -2.39177 -0.53857
H -1.92270 -1.10652 -1.69026
I -1.78305 2.24995 2.70118

Results of the Löwdin charge analysis, in e, for atoms 1 through 8: Sr 1.154; C -0.127; C -0.118; C -0.178; C -0.166; C -0.093; C -0.151; C -0.189